Here is a molecular structure, C17H31EuN2O2P2 at a distorted geometry from the Open Molecules 2025 dataset. Energies are from the ωB97M-V functional and the def2-TZVPD basis.

Values from the calculation:
Charge: +1
LUMO energy (spin up / spin down): -2.399 / -4.824 eV
Electronic energy: -2318.97617 hartree
Expectation value of S²: 15.874
Multiplicity: 8
E_HOMO (spin up / spin down): -8.990 / -7.352 eV
Orbital gap (spin up / spin down): 6.59 / 2.53 eV

Element x y z (Å)
Eu (-0.26, -0.12, 1.14)
P (0.38, -2.43, -0.26)
C (1.73, -1.89, -1.25)
C (1.84, -0.52, -1.70)
N (1.18, 0.50, -1.03)
C (1.30, 1.77, -1.49)
C (2.02, 2.07, -2.65)
C (2.69, 1.06, -3.34)
C (2.61, -0.23, -2.86)
C (0.58, 2.94, -0.76)
P (0.23, 2.66, 1.02)
H (3.13, -1.06, -3.35)
H (2.02, 3.11, -2.99)
H (3.26, 1.30, -4.23)
H (1.25, 3.82, -0.89)
H (-0.36, 3.11, -1.32)
H (4.02, -1.72, 0.02)
H (2.39, -2.58, -1.79)
H (3.70, -0.53, 2.49)
O (4.51, -1.55, 0.87)
H (5.38, -1.97, 0.75)
H (0.48, -0.49, 2.90)
O (3.01, -0.31, 3.17)
H (2.77, 0.63, 3.03)
C (1.78, 3.20, 1.82)
H (1.99, 4.28, 1.68)
H (1.66, 2.98, 2.90)
H (2.62, 2.61, 1.43)
C (-1.07, 3.84, 1.50)
H (-1.24, 3.67, 2.57)
H (-0.82, 4.90, 1.33)
H (-2.01, 3.59, 0.96)
C (-0.92, -3.23, -1.27)
H (-0.58, -4.16, -1.75)
H (-1.77, -3.43, -0.60)
H (-1.26, -2.52, -2.04)
C (0.94, -3.57, 1.07)
H (0.02, -3.82, 1.64)
H (1.41, -4.49, 0.66)
H (1.64, -3.03, 1.73)
C (-2.77, -2.10, 1.94)
C (-3.36, -1.27, 0.87)
C (-4.68, -1.34, 0.35)
C (-4.75, -0.39, -0.67)
C (-3.47, 0.23, -0.73)
C (-3.00, 1.29, -1.63)
N (-2.64, -0.31, 0.22)
H (-3.36, -1.99, 2.87)
H (-1.72, -1.84, 2.19)
H (-2.82, -3.16, 1.65)
H (-5.47, -2.01, 0.68)
H (-5.61, -0.15, -1.29)
H (-2.17, 0.88, -2.24)
H (-3.80, 1.63, -2.30)
H (-2.65, 2.15, -1.03)


Here is a single C17H31F3O molecule from the Open Molecules 2025 dataset. Energies are from the ωB97M-V functional and the def2-TZVPD basis.

Values from the calculation:
SMILES: CCCCCCCCCCCCCCCC(=O)C(F)(F)F
Charge: 0
LUMO energy: 0.619 eV
Electronic energy: -1041.21156 hartree
E_HOMO: -10.510 eV
Orbital gap: 11.13 eV

Element x y z (Å)
C (1.00, 2.29, 5.42)
C (2.21, 3.16, 5.08)
C (2.80, 2.87, 3.70)
C (1.86, 3.22, 2.54)
C (1.15, 2.02, 1.92)
C (2.09, 1.17, 1.05)
C (1.37, -0.02, 0.43)
C (2.31, -0.87, -0.42)
C (1.63, -2.06, -1.11)
C (1.30, -1.82, -2.58)
C (0.28, -0.71, -2.86)
C (-1.12, -1.05, -2.34)
C (-2.13, 0.04, -2.69)
C (-3.52, -0.22, -2.12)
C (-4.14, -1.50, -2.66)
C (-3.67, -2.72, -1.93)
O (-3.34, -2.80, -0.79)
C (-3.73, -4.01, -2.82)
F (-3.40, -5.11, -2.16)
F (-4.96, -4.18, -3.33)
F (-2.90, -3.91, -3.87)
H (0.17, 2.50, 4.74)
H (0.66, 2.50, 6.44)
H (1.25, 1.24, 5.35)
H (1.93, 4.21, 5.14)
H (2.98, 2.99, 5.83)
H (3.07, 1.81, 3.65)
H (3.72, 3.44, 3.61)
H (1.11, 3.93, 2.90)
H (2.42, 3.73, 1.75)
H (0.33, 2.37, 1.30)
H (0.73, 1.39, 2.70)
H (2.92, 0.81, 1.65)
H (2.50, 1.80, 0.26)
H (0.95, -0.64, 1.22)
H (0.54, 0.34, -0.18)
H (3.11, -1.23, 0.23)
H (2.78, -0.23, -1.18)
H (2.30, -2.92, -1.06)
H (0.73, -2.33, -0.56)
H (0.92, -2.76, -3.01)
H (2.22, -1.58, -3.11)
H (0.62, 0.22, -2.41)
H (0.22, -0.56, -3.94)
H (-1.43, -2.00, -2.78)
H (-1.10, -1.18, -1.26)
H (-1.77, 1.00, -2.31)
H (-2.20, 0.13, -3.78)
H (-3.46, -0.30, -1.03)
H (-4.17, 0.62, -2.36)
H (-3.95, -1.61, -3.74)
H (-5.23, -1.48, -2.53)


Here is a molecular structure, C17H31GeINOPdS4Si3 from the Open Molecules 2025 dataset. Energies are from the ωB97M-V functional and the def2-TZVPD basis.

Values from the calculation:
Charge: -2
LUMO energy (spin up / spin down): 4.088 / 4.079 eV
Electronic energy: -5760.29191 hartree
Expectation value of S²: 0.755
Multiplicity: 2
E_HOMO (spin up / spin down): -0.620 / -0.846 eV
Orbital gap (spin up / spin down): 4.71 / 4.92 eV

Element x y z (Å)
Pd (1.01, 1.40, 0.03)
O (-0.11, 2.42, 6.74)
C (0.15, 2.28, 5.56)
S (1.29, 1.11, 4.91)
C (1.11, 1.51, 3.21)
C (0.25, 2.47, 2.91)
S (-0.15, 3.06, 1.31)
S (-0.58, 3.23, 4.27)
S (2.04, 0.57, 2.06)
I (-2.66, 1.17, -1.23)
C (-2.47, 0.76, 0.83)
C (-3.24, 1.47, 1.75)
C (-2.94, 1.28, 3.09)
C (-1.94, 0.39, 3.45)
C (-1.28, -0.30, 2.45)
N (-1.55, -0.12, 1.16)
H (-3.98, 2.19, 1.42)
H (-3.48, 1.84, 3.85)
H (-1.66, 0.25, 4.48)
H (-0.48, -1.00, 2.66)
C (0.67, 1.88, -4.24)
Si (1.19, 0.10, -3.84)
C (-0.39, -0.96, -3.95)
C (2.22, -0.47, -5.34)
Ge (2.15, 0.00, -1.67)
Si (4.33, 0.89, -1.94)
C (5.39, 0.65, -0.40)
C (5.40, 0.22, -3.38)
C (4.20, 2.76, -2.24)
Si (2.38, -2.32, -1.26)
C (0.67, -3.09, -0.96)
C (3.18, -3.36, -2.65)
C (3.39, -2.68, 0.30)
H (0.10, 1.93, -5.18)
H (1.55, 2.52, -4.34)
H (0.06, 2.29, -3.43)
H (-0.94, -0.74, -4.87)
H (-1.05, -0.77, -3.09)
H (-0.14, -2.03, -3.94)
H (1.61, -0.45, -6.25)
H (2.60, -1.49, -5.20)
H (3.09, 0.18, -5.49)
H (5.70, -0.39, -0.29)
H (4.83, 0.92, 0.50)
H (6.30, 1.27, -0.45)
H (5.52, -0.87, -3.30)
H (6.40, 0.68, -3.35)
H (4.95, 0.44, -4.35)
H (3.54, 3.20, -1.48)
H (3.76, 2.97, -3.22)
H (5.18, 3.25, -2.18)
H (0.05, -3.08, -1.87)
H (0.14, -2.52, -0.19)
H (0.76, -4.14, -0.62)
H (2.61, -3.27, -3.58)
H (3.22, -4.42, -2.37)
H (4.20, -3.01, -2.85)
H (3.01, -2.10, 1.14)
H (4.44, -2.40, 0.16)
H (3.35, -3.75, 0.55)


Here is 4 unconnected molecules or ions with the total composition C17H31N2O10 from the Open Molecules 2025 dataset. Energies are from the ωB97M-V functional and the def2-TZVPD basis.

Values from the calculation:
Charge: +1
LUMO energy: -2.939 eV
Electronic energy: -1528.02542 hartree
E_HOMO: -13.147 eV
Orbital gap: 10.21 eV

Element x y z (Å)
C (6.12, 1.67, 2.04)
C (4.78, 2.26, 1.61)
C (4.34, 1.84, 0.21)
C (2.83, 1.91, 0.02)
N (2.23, 0.78, 0.74)
N (0.83, 0.60, 0.43)
C (-0.01, 1.80, 0.75)
C (0.13, 2.15, 2.23)
O (0.54, 1.04, 3.01)
C (-0.06, -0.17, 2.64)
C (0.24, -0.56, 1.18)
H (6.21, 0.63, 1.72)
H (6.23, 1.70, 3.12)
H (6.96, 2.22, 1.61)
H (4.84, 3.35, 1.64)
H (4.00, 1.99, 2.33)
H (4.79, 2.47, -0.55)
H (4.68, 0.82, 0.00)
H (2.56, 1.89, -1.05)
H (2.45, 2.83, 0.46)
H (2.68, -0.08, 0.45)
H (0.71, 0.40, -0.57)
H (0.27, 2.63, 0.11)
H (-1.03, 1.50, 0.51)
H (0.90, 2.91, 2.40)
H (-0.83, 2.55, 2.57)
H (-1.14, -0.15, 2.80)
H (0.36, -0.92, 3.31)
H (-0.66, -0.82, 0.64)
H (0.92, -1.40, 1.09)
C (0.03, -6.04, 2.24)
C (0.94, -4.98, 2.84)
O (0.84, -3.92, 1.86)
C (-0.30, -4.09, 1.15)
O (-0.72, -3.29, 0.37)
O (-0.88, -5.25, 1.45)
H (-0.54, -6.61, 2.97)
H (0.56, -6.72, 1.57)
H (0.56, -4.60, 3.79)
H (1.97, -5.27, 2.94)
C (-5.27, 0.85, -0.96)
C (-3.87, 0.27, -0.87)
O (-3.13, 1.36, -0.30)
C (-4.01, 2.18, 0.36)
O (-3.65, 3.06, 1.07)
O (-5.27, 1.83, 0.09)
H (-6.07, 0.14, -0.78)
H (-5.45, 1.37, -1.91)
H (-3.83, -0.58, -0.19)
H (-3.46, -0.01, -1.84)
C (-2.40, 0.55, -4.39)
C (-1.71, 0.63, -5.75)
O (-2.42, -0.36, -6.50)
C (-3.64, -0.55, -5.94)
O (-4.52, -1.20, -6.40)
O (-3.71, 0.10, -4.74)
H (-2.49, 1.51, -3.88)
H (-1.94, -0.19, -3.73)
H (-1.85, 1.60, -6.22)
H (-0.66, 0.37, -5.73)